Formula: C66H165N11
Source: the Open Molecules 2025 dataset
Level of theory: ωB97M-V with the def2-TZVPD basis set

The geometry in XYZ format:
```
242
Properties=species:S:1:pos:R:3
C -5.1055 -3.1641 1.5988
C -5.1760 -1.9304 0.6152
N -5.4947 -0.6607 1.3565
C -5.3748 0.5022 0.5454
C -3.9479 0.7229 -0.0067
C -6.7551 -0.7102 2.1084
C -6.6284 0.2975 3.2969
H -6.1225 -3.4845 1.8251
H -4.6281 -2.8941 2.5408
H -4.5449 -3.9809 1.1443
H -4.1407 -1.9491 0.2747
H -5.8329 -2.1608 -0.2236
H -6.0820 0.4152 -0.2794
H -5.5788 1.3210 1.2354
H -4.0120 1.6627 -0.5550
H -3.2084 0.8151 0.7888
H -3.6204 0.0611 -0.8085
H -7.2287 -1.6156 2.4878
H -7.5129 -0.2171 1.4995
H -6.1610 1.2503 3.0484
H -6.1361 -0.2046 4.1298
H -7.6097 0.5565 3.6943
C -0.0725 -2.7341 5.3248
C 0.0510 -1.2493 5.1463
N -1.1584 -0.4640 5.4674
C -2.3368 -0.7265 4.6721
C -2.1732 -0.3690 3.2156
C -1.4606 -0.5178 6.8677
C -0.4697 0.2676 7.7224
H 0.8837 -3.2311 5.1615
H -0.7606 -3.1985 4.6184
H -0.3742 -2.9361 6.3526
H 0.8755 -0.8467 5.7348
H 0.2623 -0.9453 4.1211
H -2.5408 -1.7914 4.7840
H -3.1788 -0.1367 5.0345
H -1.6315 -1.1701 2.7127
H -3.1422 -0.3817 2.7167
H -1.7100 0.6003 3.0311
H -1.6223 -1.5389 7.2131
H -2.4085 -0.0133 7.0548
H 0.5425 -0.1366 7.7102
H -0.8098 0.4604 8.7399
H -0.4075 1.2921 7.3553
C -2.7228 -8.2496 -0.4937
C -1.7769 -7.7143 -1.5552
N -2.1439 -6.3268 -1.9279
C -2.0981 -5.3790 -0.8025
C -0.7830 -5.3083 0.0371
C -1.4132 -5.8890 -3.1424
C -2.1285 -6.4643 -4.3593
H -2.5241 -9.3141 -0.3698
H -3.7435 -8.1203 -0.8535
H -2.5655 -7.8465 0.5068
H -0.7325 -7.7592 -1.2464
H -1.9126 -8.3503 -2.4300
H -2.3937 -4.4260 -1.2411
H -2.9416 -5.5180 -0.1263
H -0.7788 -4.4538 0.7139
H -0.6525 -6.1537 0.7127
H 0.1003 -5.2932 -0.6013
H -0.3497 -6.1264 -3.1158
H -1.4314 -4.7997 -3.1775
H -2.2243 -7.5463 -4.2677
H -1.6545 -6.1626 -5.2933
H -3.1287 -6.0379 -4.4357
C 0.6383 -1.9162 0.8550
C -0.2653 -0.8445 0.2826
N 0.2886 -0.3593 -1.0027
C -0.2578 0.9451 -1.4138
C 0.5045 2.1031 -0.7358
C 0.2326 -1.4061 -2.0517
C -1.1808 -1.7363 -2.4757
H 1.6895 -1.6278 0.8604
H 0.6216 -2.7574 0.1621
H 0.2832 -2.2709 1.8226
H -1.2744 -1.2564 0.2688
H -0.2304 -0.0372 1.0141
H -1.3083 1.1010 -1.1682
H -0.1985 1.0803 -2.4937
H 1.5597 2.2035 -0.9899
H 0.4412 2.0461 0.3509
H 0.0618 3.0800 -0.9303
H 0.8280 -0.9347 -2.8335
H 0.7217 -2.3577 -1.8434
H -1.6796 -2.3441 -1.7208
H -1.8505 -0.8837 -2.5887
H -1.1408 -2.2262 -3.4486
C 7.5968 -1.3765 0.0994
C 7.0344 -1.3829 -1.3333
N 5.7143 -2.0141 -1.3633
C 5.6381 -3.4338 -0.9583
C 6.6035 -4.2960 -1.7238
C 4.6026 -1.3096 -0.7232
C 4.3903 0.0491 -1.4781
H 8.0184 -2.2919 0.5148
H 6.8421 -1.2278 0.8717
H 8.4336 -0.6786 0.1272
H 6.8740 -0.3756 -1.7176
H 7.7603 -1.8106 -2.0248
H 5.8625 -3.4372 0.1084
H 4.6430 -3.8749 -1.0155
H 6.5525 -5.2942 -1.2890
H 6.2939 -4.3883 -2.7648
H 7.6659 -4.0537 -1.7507
H 4.7583 -1.1787 0.3476
H 3.6689 -1.8698 -0.6732
H 4.2679 -0.0619 -2.5555
H 5.2065 0.7344 -1.2493
H 3.5119 0.5816 -1.1136
C -2.9574 3.2912 3.7441
C -3.1327 3.4345 2.2486
N -3.2967 4.8209 1.8767
C -4.0999 5.1265 0.6955
C -5.5848 4.9306 0.9945
C -2.0771 5.5919 2.0432
C -1.1183 5.4285 0.8497
H -3.8300 3.7462 4.2128
H -2.0208 3.6293 4.1872
H -2.9912 2.2380 4.0229
H -2.3508 3.0212 1.6116
H -4.0024 2.7832 2.1622
H -3.9239 6.1580 0.3905
H -3.7425 4.5052 -0.1257
H -5.8153 5.5313 1.8743
H -6.1307 5.3291 0.1394
H -5.8481 3.8744 1.0511
H -1.5194 5.3535 2.9488
H -2.3853 6.6288 2.1770
H -0.1984 6.0093 0.7818
H -1.6323 5.7746 -0.0470
H -0.8071 4.3985 0.6760
C 3.1546 -1.8305 3.1578
C 3.7268 -1.5529 4.5451
N 4.9568 -2.3283 4.6849
C 5.3153 -2.7139 6.0167
C 4.2749 -3.4900 6.8743
C 6.0480 -1.7066 3.9870
C 7.1668 -2.5976 3.5458
H 3.8411 -1.6505 2.3305
H 2.3223 -1.1544 2.9625
H 2.8056 -2.8632 3.1625
H 3.9581 -0.4945 4.6647
H 2.9685 -1.7545 5.3017
H 6.2596 -3.2419 6.1495
H 5.4649 -1.7306 6.4628
H 4.6677 -3.8415 7.8283
H 3.3851 -2.9184 7.1382
H 4.0363 -4.4014 6.3261
H 6.5069 -0.9810 4.6587
H 5.7843 -1.0806 3.1346
H 7.9701 -2.1462 2.9635
H 6.9130 -3.5343 3.0496
H 7.7196 -2.9734 4.4067
C -4.0792 2.0836 -5.7642
C -3.5615 1.7544 -4.3691
N -4.4937 2.2283 -3.3831
C -5.8607 1.5896 -3.4154
C -5.8841 0.0560 -3.4117
C -4.6642 3.6897 -3.3005
C -3.3748 4.4276 -3.1214
H -4.0883 3.1456 -6.0092
H -5.0584 1.6320 -5.9239
H -3.4125 1.6679 -6.5196
H -3.3983 0.6770 -4.3926
H -2.5664 2.1672 -4.2032
H -6.3948 1.9629 -4.2892
H -6.4852 1.8953 -2.5760
H -5.4338 -0.2427 -4.3583
H -6.8566 -0.4354 -3.4407
H -5.2981 -0.4020 -2.6149
H -5.2564 4.0771 -4.1295
H -5.2916 3.9006 -2.4345
H -3.6183 5.4615 -2.8768
H -2.7470 4.0375 -2.3203
H -2.8276 4.4499 -4.0639
C -0.7149 -2.9074 -8.7723
C -0.7131 -1.5354 -8.0571
N -1.1034 -1.5999 -6.6168
C -2.3985 -2.3154 -6.3784
C -3.6773 -1.6274 -6.8390
C -1.0239 -0.2799 -5.9443
C 0.4094 0.1505 -5.8772
H -1.7136 -3.3357 -8.8571
H -0.1618 -3.6598 -8.2102
H -0.2180 -2.8367 -9.7399
H 0.3243 -1.2020 -8.0841
H -1.3924 -0.8990 -8.6242
H -2.2975 -3.3229 -6.7819
H -2.4378 -2.3838 -5.2913
H -3.7580 -1.6482 -7.9258
H -4.5539 -2.0982 -6.3940
H -3.6314 -0.5595 -6.6254
H -1.4227 -0.3805 -4.9348
H -1.6867 0.3836 -6.4997
H 0.4925 1.1468 -5.4428
H 0.8852 0.2341 -6.8543
H 0.9963 -0.5501 -5.2832
C 2.5750 5.0154 2.7103
C 3.2108 3.8405 3.5168
N 2.6545 2.5020 3.3720
C 3.0774 1.8973 2.1437
C 4.5214 1.5994 1.9534
C 1.2153 2.3402 3.5369
C 0.7659 2.8015 4.9503
H 1.5628 5.1941 3.0731
H 2.6647 5.0022 1.6241
H 3.1085 5.9279 2.9766
H 4.2860 3.8645 3.3391
H 3.2308 4.0289 4.5903
H 2.6312 0.9130 2.0019
H 2.6739 2.5277 1.3512
H 5.1465 2.4645 1.7324
H 4.9885 1.0934 2.7983
H 4.6217 0.9277 1.1009
H 1.0284 1.2664 3.5335
H 0.6255 2.9063 2.8160
H 0.6529 3.8844 4.8982
H 1.4538 2.5711 5.7638
H -0.2212 2.3884 5.1583
C 1.9631 5.4054 -1.5551
C 3.3517 5.7517 -2.1020
N 4.2391 4.5519 -2.1787
C 3.7176 3.5294 -3.0695
C 4.9334 2.9113 -3.7867
C 4.6662 4.0513 -0.8454
C 5.5004 5.0401 -0.1188
H 2.0349 4.7521 -0.6855
H 1.3100 4.9396 -2.2931
H 1.5265 6.3545 -1.2440
H 3.2446 6.1601 -3.1069
H 3.7948 6.5732 -1.5390
H 3.1780 2.7655 -2.5097
H 3.1006 3.9057 -3.8855
H 5.5161 2.3671 -3.0435
H 4.5400 2.2089 -4.5215
H 5.5957 3.6025 -4.3080
H 5.2148 3.1129 -0.9260
H 3.8261 3.7368 -0.2262
H 4.8944 5.9148 0.1170
H 6.3531 5.4062 -0.6906
H 5.8123 4.5502 0.8036
```

Output
E_LUMO = 0.6701 eV
Highest occupied orbital energy = -7.9 eV
Multiplicity = 1
Energy above the lowest of the compared OMol25 structures with the same formula, charge and spin = 3.6289 eV
Frontier orbital gap = 8.6 eV
F_max = 3.78 eV/A
E = -3215.7047 hartree
SMILES string = CCN(CC)CC.CCN(CC)CC.CCN(CC)CC.CCN(CC)CC.CCN(CC)CC.CCN(CC)CC.CCN(CC)CC.CCN(CC)CC.CCN(CC)CC.CCN(CC)CC.CCN(CC)CC
Molar mass = 1113.12 g/mol